[1]
DFT (wB97M-V/def2-TZVPD) results for C22H20BeN2O3P as an isolated structure.

```
! RIJCOSX wB97M-V def2-TZVPD def2/J DEFGRID3
* xyz -1 1
Be 2.266 1.272 1.864
N 3.936 0.717 2.160
C 4.451 0.336 0.808
C 3.606 1.026 -0.291
O 4.113 1.265 -1.394
N 2.403 1.250 0.189
C 1.377 2.076 -0.446
C 0.812 2.074 2.013
O -0.233 3.003 2.443
O 0.921 0.823 2.616
H 4.506 1.451 2.563
H 3.944 -0.062 2.807
H 4.350 -0.744 0.698
H 5.501 0.601 0.689
H 1.129 1.718 -1.452
H 1.742 3.105 -0.542
C -3.452 -3.390 1.750
C -3.168 -3.409 0.394
C -2.148 -2.614 -0.119
C -1.391 -1.801 0.719
C -1.678 -1.799 2.087
C -2.703 -2.578 2.596
P 0.027 -0.745 0.207
C -0.014 -0.979 -1.624
C 0.882 -1.897 -2.168
C 0.898 -2.165 -3.529
C 0.022 -1.502 -4.376
C -0.859 -0.565 -3.853
C -0.875 -0.305 -2.489
C -0.746 0.920 0.365
C -2.076 1.089 0.427
C -2.678 2.417 0.530
C -1.943 3.497 0.787
C -0.483 3.339 1.062
C 0.195 2.060 0.545
H -4.251 -4.004 2.149
H -3.747 -4.035 -0.275
H -1.945 -2.631 -1.184
H -1.096 -1.155 2.742
H -2.921 -2.552 3.657
H 1.586 -2.397 -1.512
H 1.608 -2.878 -3.931
H 0.036 -1.703 -5.440
H -1.534 -0.029 -4.509
H -1.552 0.437 -2.087
H -2.749 0.241 0.368
H -3.750 2.501 0.380
H -2.395 4.482 0.839
H 0.076 4.237 0.767
*
```

- Orbital gap: 4.911 eV
- Lowest unoccupied orbital energy: 2.5 eV

[2]
DFT (wB97M-V/def2-TZVPD) results for C22H20Br4CrN4O5P as an isolated structure.

```
! RIJCOSX wB97M-V def2-TZVPD def2/J DEFGRID3
* xyz 0 4
Cr -0.222 -0.193 -0.174
N -3.412 -1.362 -0.079
N -3.775 -0.010 0.043
C -2.873 1.003 -0.195
O -3.176 2.143 0.129
O -1.795 0.686 -0.809
H -4.201 -1.895 -0.442
H -3.137 -1.743 0.825
H -4.505 0.247 0.702
Br -2.289 -1.158 4.268
C -0.471 -1.277 3.753
C 0.526 -1.473 4.698
C 1.848 -1.502 4.312
Br 3.173 -1.786 5.648
C 2.238 -1.304 2.971
C 3.558 -1.239 2.487
C 3.759 -1.058 1.139
C 2.669 -0.923 0.279
N 1.413 -0.923 0.703
C 1.202 -1.119 2.026
C -0.177 -1.103 2.395
O -1.043 -0.929 1.467
H 0.268 -1.615 5.737
H 4.389 -1.337 3.168
H 4.763 -1.002 0.750
H 2.820 -0.794 -0.782
Br 1.089 2.386 -4.247
C 0.422 0.623 -4.121
C 0.079 -0.089 -5.264
C -0.398 -1.378 -5.159
Br -0.794 -2.338 -6.750
C -0.617 -1.990 -3.907
C -1.098 -3.295 -3.677
C -1.272 -3.720 -2.379
C -0.985 -2.864 -1.315
N -0.500 -1.646 -1.492
C -0.306 -1.222 -2.761
C 0.283 0.075 -2.839
O 0.666 0.611 -1.742
H 0.183 0.364 -6.240
H -1.304 -3.953 -4.509
H -1.649 -4.713 -2.181
H -1.140 -3.160 -0.288
C 1.767 3.423 2.053
P 0.356 2.918 1.009
C -1.123 3.787 1.587
C 0.645 3.454 -0.698
O 0.231 1.426 1.140
H 1.784 4.500 2.182
H 2.692 3.083 1.593
H 1.661 2.937 3.021
H -1.009 4.861 1.474
H -1.311 3.537 2.627
H -1.963 3.426 0.986
H 0.771 4.530 -0.756
H -0.229 3.152 -1.273
H 1.520 2.949 -1.099
*
```

- Orbital gap (alpha / beta): 7.174 / 7.031 eV
- Lowest unoccupied orbital energy (alpha / beta): -0.5 / -0.8 eV
- Expectation value of S²: 3.774

[3]
DFT (wB97M-V/def2-TZVPD) results for C22H20BrF3IN2O5PdSSi as an isolated structure.

```
! RIJCOSX wB97M-V def2-TZVPD def2/J DEFGRID3
* xyz -1 1
Pd -0.242 0.340 -0.651
F 4.914 -0.431 -4.334
C 4.211 0.163 -3.337
F 5.006 0.153 -2.258
F 4.053 1.449 -3.709
C 2.898 -0.530 -3.106
C 2.493 -1.535 -3.956
C 1.253 -2.151 -3.790
C 0.455 -1.707 -2.759
N 0.850 -0.746 -1.931
C 2.043 -0.112 -2.057
S 2.254 1.146 -0.928
H 3.148 -1.846 -4.758
H 0.916 -2.937 -4.447
H -0.521 -2.126 -2.544
O 0.138 -1.397 0.890
C -0.873 -2.040 0.534
O -1.660 -1.721 -0.387
C -1.168 -3.324 1.290
C -0.410 -3.668 2.404
C -0.674 -4.841 3.095
C -1.699 -5.646 2.639
C -2.474 -5.335 1.539
C -2.199 -4.154 0.866
N -1.985 -6.915 3.368
O -1.308 -7.169 4.345
O -2.882 -7.619 2.949
H 0.383 -3.002 2.713
H -0.102 -5.133 3.963
H -3.267 -5.999 1.230
H -2.780 -3.849 0.007
C -2.074 3.210 2.588
Si -1.014 1.766 2.046
C -1.478 0.315 3.144
C 0.765 2.198 2.411
O -1.292 1.499 0.452
H -1.783 3.513 3.598
H -3.132 2.937 2.613
H -1.964 4.069 1.923
H -1.785 0.664 4.134
H -0.636 -0.369 3.260
H -2.307 -0.252 2.713
H 0.976 2.137 3.483
H 1.012 3.207 2.070
H 1.431 1.499 1.899
Br -2.896 4.435 -1.304
C -1.044 4.573 -1.655
C -0.386 5.693 -1.164
C 0.957 5.891 -1.444
C 1.647 4.975 -2.222
C 0.998 3.844 -2.692
C -0.344 3.635 -2.401
I -1.186 1.860 -3.029
H -0.934 6.400 -0.557
H 1.462 6.761 -1.045
H 2.696 5.118 -2.445
H 1.543 3.101 -3.257
*
```

- Orbital gap: 6.589 eV
- Lowest unoccupied orbital energy: 1.7 eV

[4]
DFT (wB97M-V/def2-TZVPD) results for C22H20N3O4Pd as an isolated structure.

```
! RIJCOSX wB97M-V def2-TZVPD def2/J DEFGRID3
* xyz -1 1
Pd -1.353 -0.070 0.234
C -0.710 -1.954 -2.465
C 0.447 -1.790 -1.485
C 1.437 -0.720 -1.875
C 2.581 -1.085 -2.579
C 3.539 -0.154 -2.933
C 3.366 1.169 -2.561
C 2.236 1.581 -1.866
C 2.169 3.006 -1.368
C 2.438 3.088 0.134
C 1.248 0.630 -1.556
N 0.076 1.067 -0.872
C -0.692 1.901 -1.517
C -1.898 2.381 -0.944
C -2.861 3.269 -1.434
C -3.849 3.327 -0.454
C -3.447 2.456 0.569
N -2.261 1.907 0.298
H -1.387 -2.744 -2.142
H -0.331 -2.196 -3.460
H -1.295 -1.034 -2.546
H 0.977 -2.734 -1.348
H 0.077 -1.534 -0.482
H 2.719 -2.130 -2.829
H 4.426 -0.461 -3.472
H 4.128 1.902 -2.800
H 1.205 3.471 -1.579
H 2.910 3.593 -1.915
H 1.679 2.535 0.688
H 2.422 4.123 0.479
H 3.411 2.660 0.378
H -0.466 2.216 -2.536
H -2.840 3.782 -2.383
H -4.749 3.922 -0.461
H -3.970 2.220 1.484
O 0.939 -3.567 5.986
C 0.041 -3.942 5.210
O -0.615 -4.995 5.175
C -0.269 -2.945 4.062
C 0.439 -1.757 3.950
C 0.158 -0.888 2.910
N -0.796 -1.147 2.021
C -1.495 -2.286 2.118
C -1.255 -3.208 3.114
C -2.588 -2.436 1.077
O -3.141 -3.490 0.859
O -2.883 -1.310 0.476
H 1.203 -1.545 4.686
H 0.698 0.042 2.774
H -1.817 -4.129 3.179
*
```

- Orbital gap (alpha / beta): 6.583 / 6.615 eV
- Lowest unoccupied orbital energy (alpha / beta): 1.2 / 1.3 eV

[5]
DFT (wB97M-V/def2-TZVPD) results for a single C22H20N4O7S molecule.

```
! RIJCOSX wB97M-V def2-TZVPD def2/J DEFGRID3
* xyz 0 1
C 0.511 5.036 0.976
H -0.537 5.269 0.765
O 0.630 3.959 1.876
C 0.177 2.738 1.493
C -0.493 2.467 0.314
C -0.974 1.181 0.014
C -0.768 0.157 0.941
C -0.088 0.413 2.115
C 0.394 1.679 2.394
O 1.022 1.899 3.608
C 2.216 2.489 3.616
N 2.893 2.602 2.478
C 4.076 3.175 2.501
C 4.649 3.662 3.670
C 3.954 3.524 4.877
C 2.720 2.926 4.855
H 2.127 2.791 5.744
H 4.397 3.894 5.790
N 5.936 4.290 3.646
O 6.469 4.439 2.565
O 6.414 4.636 4.707
H 4.597 3.249 1.556
H 0.085 -0.373 2.832
H -1.131 -0.835 0.739
C -1.647 1.034 -1.253
C -2.258 0.003 -1.881
C -2.494 -1.400 -1.513
O -2.220 -1.964 -0.478
N -3.165 -2.055 -2.532
C -3.454 -1.380 -3.686
O -4.002 -1.827 -4.651
S -2.937 0.306 -3.488
C -3.288 -3.492 -2.486
H -4.064 -3.795 -3.191
H -3.553 -3.785 -1.467
C -1.928 -4.097 -2.879
O -0.997 -3.389 -3.206
N -1.862 -5.432 -2.833
C -2.908 -6.343 -2.411
C -2.322 -7.729 -2.685
H -2.536 -8.028 -3.711
C -0.820 -7.506 -2.512
C -0.621 -6.130 -3.136
H -0.492 -6.198 -4.221
H 0.222 -5.573 -2.725
H -0.564 -7.480 -1.452
H -0.222 -8.272 -2.999
H -2.720 -8.483 -2.010
H -3.115 -6.212 -1.341
H -3.833 -6.169 -2.967
H -1.662 1.953 -1.831
H -0.662 3.259 -0.398
H 1.040 4.833 0.040
H 0.975 5.886 1.474
*
```

- Orbital gap: 7.631 eV
- Lowest unoccupied orbital energy: -0.6 eV